1.
{"formula": "C18H36F6KO6PS2", "method": "ωB97M-V/def2-TZVPD", "multiplicity": 1, "homo_lumo_gap_ha": 0.3347, "lumo_energy_ev": -0.10, "e_above_lowest_ev": 13.271, "total_energy_ha": -3495.2624, "symbols": ["K", "C", "C", "C", "C", "P", "C", "C", "C", "C", "C", "C", "C", "C", "C", "C", "C", "C", "H", "H", "H", "H", "H", "H", "H", "H", "H", "H", "H", "H", "H", "H", "H", "H", "H", "H", "H", "H", "H", "H", "H", "H", "H", "H", "H", "H", "H", "H", "H", "H", "H", "H", "H", "H", "C", "F", "F", "F", "S", "O", "O", "O", "C", "F", "F", "F", "S", "O", "O", "O"], "coordinates": [[-4.683968, 0.065859, 2.233151], [-3.893958, 1.897269, 1.525861], [-2.875118, 2.307449, 0.395291], [-2.063798, 1.119819, 0.052021], [-0.759508, 1.509359, -0.740869], [0.527542, 0.221949, -0.704359], [-0.071478, -1.385201, -1.463249], [-0.428498, -1.471171, -3.005999], [0.811612, -1.647601, -3.916909], [0.371442, -1.730871, -5.407669], [2.010162, 0.972999, -1.617949], [3.329102, 0.156149, -1.538809], [4.447052, 0.731399, -2.427379], [3.991402, 0.999579, -3.844459], [1.183052, -0.143581, 1.016061], [1.482862, 1.097819, 1.877531], [1.853372, 0.883249, 3.348631], [3.165382, 0.174649, 3.492991], [-4.564148, 2.728319, 1.745651], [-3.469748, 1.787359, 2.523891], [-4.403068, 0.977609, 1.237521], [-2.247238, 3.146709, 0.694491], [-3.409498, 2.609879, -0.505299], [-2.700118, 0.380879, -0.434999], [-1.788078, 0.612209, 0.976361], [-0.221028, 2.319699, -0.249449], [-0.971568, 1.712609, -1.790539], [-0.868648, -1.619491, -0.757739], [0.586072, -2.231061, -1.262629], [-0.924788, -0.541701, -3.285069], [-1.247058, -2.172681, -3.167049], [1.407812, -2.507831, -3.612529], [1.518952, -0.829591, -3.780369], [-0.259338, -0.885511, -5.682619], [-0.236788, -2.623951, -5.551099], [1.208672, -1.671701, -6.103099], [2.124942, 1.943669, -1.135529], [1.747712, 1.133299, -2.663669], [3.154492, -0.876251, -1.841739], [3.757162, 0.214459, -0.538069], [5.326032, 0.087519, -2.396969], [4.938362, 1.659619, -2.135589], [4.867622, 1.266269, -4.435399], [3.201402, 1.741519, -3.960739], [3.608692, 0.042629, -4.199259], [2.040492, -0.811951, 0.937471], [0.348662, -0.667031, 1.482851], [0.560402, 1.675829, 1.822051], [2.216772, 1.799099, 1.480411], [0.969252, 0.391689, 3.754601], [2.053402, 1.802419, 3.899281], [3.153002, -0.888401, 3.252411], [3.511442, 0.352509, 4.511181], [3.868372, 0.627509, 2.793831], [-1.257238, -0.559821, 4.025891], [-0.239458, -1.061871, 4.858061], [-0.769968, 0.591529, 3.495681], [-1.553598, -1.479031, 3.076221], [-2.948518, -0.115111, 5.008151], [-3.352638, -1.308761, 5.704401], [-2.538748, 1.005489, 5.882371], [-3.951318, 0.222659, 4.000491], [-2.918028, -2.166311, -0.484119], [-1.967098, -2.866031, -1.160889], [-3.189868, -0.931751, -1.040769], [-4.019968, -2.854851, -0.395229], [-2.246308, -1.775221, 1.273231], [-3.205068, -0.821511, 1.830141], [-2.245868, -3.085341, 1.958391], [-0.851568, -1.239371, 1.071511]], "forces_ev_per_angstrom": [[-17.798, -5.556, 5.547], [2.184, 4.885, -3.227], [-1.094, 0.651, 1.065], [1.623, 0.061, 0.189], [-0.521, -1.490, 0.615], [1.984, -1.201, -0.228], [0.386, 0.612, -0.839], [0.602, 1.352, 1.072], [-0.773, 0.006, -0.432], [0.168, 0.228, 0.755], [-0.534, -0.835, 0.560], [0.325, 1.156, 0.168], [0.098, 0.786, -0.311], [0.396, -1.102, -0.337], [1.312, 1.322, 0.072], [-0.245, 1.384, -0.572], [-0.478, -0.599, -0.628], [0.373, -0.473, 0.001], [-0.598, -0.002, -0.545], [0.849, -0.277, -0.365], [2.342, 7.231, -5.644], [-0.023, 0.109, 0.158], [-0.294, 0.338, 0.073], [1.162, 1.730, 0.248], [0.379, 0.726, -0.232], [-0.322, 0.450, -0.164], [0.126, 0.321, -0.019], [1.184, 1.028, -1.152], [0.653, 0.330, 0.275], [0.090, 0.401, -0.146], [0.559, -0.547, -0.001], [-0.253, -0.398, -0.106], [-0.249, 0.343, 0.012], [-0.120, 0.142, 0.239], [0.231, -0.103, -0.240], [0.063, -0.440, 0.084], [0.137, 0.163, -0.082], [-0.251, 0.052, 0.107], [0.000, -0.095, 0.158], [-0.479, -0.475, 0.285], [-0.271, -0.605, -0.282], [-0.634, 0.349, 1.013], [-0.246, 0.125, -0.264], [0.249, 0.119, 0.142], [-0.137, 0.035, -0.594], [0.087, -0.038, -0.338], [1.801, 0.544, 0.356], [-0.206, 0.233, 0.329], [0.406, -0.180, -0.548], [1.537, 0.032, 0.573], [-0.798, 0.500, -0.433], [-0.100, -0.101, 0.233], [0.323, -0.440, -0.069], [0.309, 0.119, 0.091], [-0.734, 0.468, 2.343], [-2.167, 0.631, -1.669], [-1.494, -1.078, -0.265], [3.210, 1.705, 7.150], [1.042, 0.801, 3.387], [0.788, -0.269, -0.388], [-0.222, -1.507, -1.992], [2.998, 1.039, 5.114], [1.157, 0.740, 1.852], [-2.798, -0.430, 0.185], [-0.637, -3.340, -1.583], [-0.333, -0.161, -0.427], [1.600, -4.496, 0.042], [8.477, -5.623, -4.988], [-1.104, 0.813, -3.271], [-5.294, -2.196, -2.111]]}



2.
{"formula": "C8H16O5", "method": "ωB97M-V/def2-TZVPD", "multiplicity": 2, "homo_lumo_gap_ha": [0.1760, 0.1718], "lumo_energy_ev": [2.67, 2.56], "e_above_lowest_ev": 2.232, "total_energy_ha": -690.4226, "s_squared": 0.76, "total_charge": -1, "symbols": ["C", "O", "C", "C", "O", "H", "H", "H", "H", "H", "H", "C", "O", "C", "C", "O", "C", "C", "O", "H", "H", "H", "H", "H", "H", "H", "H", "H", "H"], "coordinates": [[1.709000, 2.495400, 0.759486], [1.089327, 2.137378, 1.925868], [1.921281, 1.575558, 2.899258], [1.156869, 0.772328, 3.909071], [0.004060, 0.423607, 3.770568], [2.801979, 2.587107, 0.788089], [1.145771, 3.252109, 0.204343], [2.477754, 2.359337, 3.448465], [2.687570, 0.898696, 2.469992], [1.826991, 0.335099, 4.689289], [1.584368, 1.084321, -0.383487], [1.517967, 0.086059, -1.328394], [1.649483, -1.222325, -0.883012], [0.567089, -1.737781, -0.136853], [-0.652977, -2.080211, -0.969665], [-1.488127, -0.963225, -1.109690], [-2.577166, -1.178919, -1.982421], [-3.487367, 0.048104, -2.030028], [-2.954717, 1.155343, -2.607203], [0.570830, 0.278559, -1.849195], [2.344048, 0.307547, -2.012015], [0.280823, -1.033126, 0.664782], [0.937052, -2.656406, 0.337271], [-0.327303, -2.450582, -1.960527], [-1.201250, -2.904346, -0.473707], [-3.153916, -2.061604, -1.638659], [-2.196063, -1.399167, -2.999958], [-4.418719, -0.322099, -2.537881], [-3.814657, 0.213240, -0.963789]], "forces_ev_per_angstrom": [[0.128, 0.551, 0.074], [0.153, -0.084, 0.046], [0.274, 0.478, 0.056], [-0.888, -1.354, -0.973], [1.162, 0.609, 0.647], [-0.322, -0.043, 0.025], [0.147, -0.445, 0.150], [-0.038, -0.072, -0.159], [-0.284, 0.097, 0.037], [-0.338, 0.313, 0.166], [-0.149, -2.592, -1.931], [-0.235, 2.612, 1.109], [0.500, -0.002, 0.242], [-0.251, 0.040, 0.345], [-0.362, 0.084, -0.154], [0.573, -0.063, 0.320], [-0.241, -0.235, -0.410], [0.233, 1.080, -0.241], [-0.174, -0.737, 0.252], [0.029, -0.047, 0.266], [0.005, -0.139, 0.220], [-0.006, -0.121, -0.223], [0.040, 0.162, -0.138], [0.008, 0.014, 0.179], [0.045, 0.051, -0.064], [0.057, 0.024, 0.062], [-0.049, 0.112, 0.188], [-0.069, -0.166, -0.059], [0.053, -0.125, -0.033]]}



3.
{"formula": "C3H12O4", "method": "ωB97M-V/def2-TZVPD", "multiplicity": 1, "smiles": "CCC=O.O.O.O", "homo_lumo_gap_ha": 0.3869, "lumo_energy_ev": 0.83, "e_above_lowest_ev": 1.811, "total_energy_ha": -422.3949, "symbols": ["O", "C", "C", "C", "H", "H", "H", "H", "H", "H", "H", "H", "O", "H", "H", "O", "H", "H", "O"], "coordinates": [[-0.322921, 0.596758, -0.346938], [0.369467, 0.474253, 0.651626], [0.630834, 1.791908, 1.430115], [0.716925, 1.819834, 3.022276], [0.976607, -0.580793, 0.661124], [-0.292251, 2.445068, 1.329686], [1.468627, 2.396048, 0.962298], [1.646662, 1.421722, 3.166513], [0.011797, 1.236649, 3.485750], [0.719438, 2.825840, 3.382393], [-1.225180, -2.208721, -2.523447], [-0.344845, -3.454562, -2.491130], [-0.398976, -2.526353, -2.708764], [1.036479, -1.721086, -2.069422], [2.314617, -0.946292, -2.194509], [1.916443, -1.530111, -1.472343], [-3.631581, -0.312267, -1.836946], [-2.452611, -0.697760, -0.946260], [-3.139523, -1.030136, -1.502024]], "forces_ev_per_angstrom": [[-0.138, -0.500, 0.988], [1.213, -0.353, -2.054], [-1.735, 1.500, 1.533], [1.012, 0.732, -3.479], [-1.117, 2.367, 0.953], [0.914, -0.974, -0.986], [-0.745, -1.078, 0.511], [2.514, -1.104, 1.351], [-1.881, -1.281, 0.973], [-0.192, 0.627, 0.120], [-3.582, 1.182, 0.870], [-0.203, -0.226, 0.135], [3.598, -0.862, -1.073], [2.267, 0.056, 2.466], [-0.108, -0.931, 1.779], [-2.095, 0.842, -4.065], [-0.651, 1.352, -0.465], [0.731, 0.718, 0.559], [0.196, -2.069, -0.116]]}